1.
A 4-piece molecular cluster, C2H12NO3 overall, computed with ωB97M-V/def2-TZVPD.

Geometry (Å):
C  -0.0098  0.8552  -1.2594
C  0.1281  -0.4446  -1.5143
N  -0.2392  1.2020  0.2207
H  0.1001  1.7905  -1.8666
H  -0.0609  -0.9110  -2.4942
H  0.3189  -1.2234  -0.7386
H  0.4805  1.8465  0.6692
H  -0.5924  0.4136  0.8289
H  -0.9949  1.8744  0.1119
H  -2.3509  -1.0165  1.5514
H  -1.1966  -1.9037  1.2655
O  -1.4804  -0.9928  1.2089
H  -0.2759  -4.1049  0.4401
H  0.5187  -4.2421  1.7245
O  0.2157  -3.6011  1.1118
H  1.9477  3.2499  -1.1997
H  2.0278  3.8644  0.2349
O  1.4638  3.3435  -0.2948

Forces on atoms 1 to 3 (eV/Å):
C 0.8075 -0.3517 1.4045
C -0.4471 -0.5634 -0.3277
N 0.6466 1.6362 -0.3906

Computed properties:
relative energy (zero: lowest compared OMol25 entry of this formula, charge and spin) = 1.353 eV
charge = +1
largest force on an atom = 3.6 eV/Å
E_LUMO = -2.7976 eV
E_tot = -363.60115 hartree
orbital gap = 11.697 eV
HOMO = -14.50 eV

2.
A 7-piece molecular cluster, C32H82N5O16 overall, computed with ωB97M-V/def2-TZVPD.

Geometry (Å):
C  -0.9026  -3.7489  -2.4969
O  0.1280  -4.4046  -3.1254
C  0.9005  -5.2781  -2.3296
C  1.9513  -4.5337  -1.4438
N  2.3296  -3.0714  -1.9383
H  2.5936  -3.1487  -2.9101
H  1.5753  -2.3997  -1.9314
C  3.4266  -2.3000  -1.1535
C  3.8004  -0.9318  -1.8822
O  4.8746  -0.3993  -1.0201
C  5.2879  0.8245  -1.4075
H  -1.4735  -3.0471  -3.1050
H  -0.4959  -3.2028  -1.6458
H  -1.5531  -4.5681  -2.1904
H  1.5296  -5.7374  -3.0921
H  0.3098  -6.0403  -1.8215
H  2.8650  -5.1274  -1.4180
H  1.7540  -4.3623  -0.3856
H  4.2279  -3.0388  -1.1717
H  2.8063  -2.1145  -0.2767
H  2.8779  -0.3512  -1.8743
H  4.2029  -1.1489  -2.8716
H  5.5570  0.9060  -2.4606
H  6.1392  1.1622  -0.8164
H  4.4953  1.5503  -1.2257
C  -0.7613  4.2051  -1.0438
O  0.0043  3.5801  0.0127
C  0.1784  4.4144  1.1320
C  1.5260  3.9634  1.7329
N  1.5829  2.3910  1.6427
H  0.9670  2.0020  2.3423
H  1.2792  2.1837  0.7019
C  2.9834  1.7993  1.9068
C  3.5052  2.2975  3.3473
O  2.4263  2.2535  4.2707
C  2.7842  2.7060  5.5461
H  -0.7576  3.5235  -1.8943
H  -0.2470  5.1192  -1.3404
H  -1.8272  4.2985  -0.8359
H  -0.5605  4.2327  1.9125
H  0.0671  5.4812  0.9380
H  1.5315  4.1837  2.8004
H  2.3130  4.4438  1.1516
H  3.5636  2.1727  1.0630
H  3.0393  0.7185  1.7766
H  3.8699  3.3244  3.3703
H  4.3343  1.6871  3.7054
H  1.9433  2.9822  6.1823
H  3.4035  3.6029  5.5587
H  3.3358  1.9074  6.0422
C  -3.6192  -1.5014  -5.4731
O  -2.3790  -1.0461  -4.9474
C  -1.3153  -1.3518  -5.7866
C  -0.0251  -0.9119  -5.0886
N  -0.0291  0.5974  -4.7767
H  -0.3632  1.1230  -5.5717
H  -0.7792  0.8042  -4.1328
C  1.4152  0.9734  -4.4223
C  1.4643  2.2663  -3.6554
O  2.8194  2.8977  -3.6443
C  2.8820  3.9570  -2.7829
H  -4.4143  -1.4664  -4.7284
H  -3.6514  -2.4916  -5.9276
H  -3.8747  -0.9424  -6.3733
H  -1.3270  -0.8213  -6.7387
H  -1.2619  -2.4060  -6.0585
H  0.7993  -0.9941  -5.7970
H  0.2365  -1.4976  -4.2073
H  1.9463  0.9275  -5.3731
H  1.9467  0.1848  -3.8896
H  1.1112  1.9704  -2.6676
H  0.7908  2.9681  -4.1472
H  1.9811  4.5616  -2.8879
H  3.7206  4.6254  -2.9780
H  2.9916  3.5598  -1.7738
C  2.4302  -3.1266  7.3509
O  1.6983  -2.8245  6.1112
C  1.5128  -1.5042  5.8740
C  1.5941  -0.9850  4.4088
N  0.7863  -1.7231  3.3047
H  -0.1988  -1.5971  3.4886
H  0.8185  -1.1796  2.4541
C  1.2553  -3.1564  2.9928
C  0.3873  -3.7568  1.9301
O  -0.9439  -3.9444  2.4240
C  -1.8711  -4.3590  1.4248
H  1.9114  -2.6075  8.1569
H  3.4351  -2.7055  7.3185
H  2.3873  -4.2041  7.5098
H  2.0386  -0.8455  6.5652
H  0.4745  -1.4337  6.1981
H  2.6572  -0.9798  4.1679
H  1.2896  0.0487  4.2450
H  1.0785  -3.7479  3.8911
H  2.3296  -3.1540  2.8081
H  0.7899  -4.7697  1.9315
H  0.4424  -3.3375  0.9255
H  -1.7327  -3.6840  0.5801
H  -2.8781  -4.2162  1.8166
H  -1.6222  -5.3928  1.1852
C  -5.8968  -1.4028  -1.9313
O  -5.1233  -0.9647  -0.7485
C  -3.7085  -0.9643  -0.9511
C  -3.5077  0.3772  -1.6397
N  -4.1316  1.5081  -0.7660
H  -4.2558  2.3723  -1.2738
H  -5.1099  1.3082  -0.6142
C  -3.3393  1.9555  0.4867
C  -4.1165  3.0220  1.2701
O  -4.2283  4.1062  0.3706
C  -5.1607  5.0618  0.8463
H  -6.9782  -1.3287  -1.8164
H  -5.7567  -2.4686  -2.1117
H  -5.8698  -0.8162  -2.8496
H  -3.2943  -1.7474  -1.5862
H  -3.1653  -0.8962  -0.0085
H  -3.9488  0.5802  -2.6156
H  -2.4435  0.5827  -1.7557
H  -2.3356  2.2270  0.1597
H  -3.3286  1.0521  1.0964
H  -3.5875  3.4428  2.1252
H  -5.0678  2.7428  1.7232
H  -5.2343  5.8025  0.0499
H  -4.8465  5.6440  1.7126
H  -6.0973  4.6219  1.1886
O  -2.7731  1.6193  3.6191
C  -1.7718  0.7630  3.4048
O  -0.8370  1.1968  2.7400
O  -1.8394  -0.3880  3.8182
H  -3.2084  1.1323  4.3227
O  -0.8800  -0.0054  0.2319
C  0.1881  -0.5502  -0.2123
O  1.0592  -0.6648  0.6509
O  0.4317  -0.8661  -1.3460
H  -0.6640  0.1834  1.1480

Forces on atoms 1 to 3 (eV/Å):
C -0.8484 -0.5759 1.5947
O 1.4943 0.1227 -1.6207
C 1.0868 1.2371 -1.1882

Computed properties:
relative energy (zero: lowest compared OMol25 entry of this formula, charge and spin) = 2.993 eV
charge = +3
largest force on an atom = 5.6 eV/Å
E_LUMO = -6.6520 eV
E_tot = -2744.94923 hartree
orbital gap = 8.308 eV
HOMO = -14.96 eV

3.
C3H3N3 in the gas phase, computed with ωB97M-V/def2-TZVPD.

Geometry (Å):
C  1.6164  0.2353  -0.9981
N  0.4359  0.5656  -0.3820
N  -0.3063  -0.5294  -0.5934
C  -1.2761  -0.6278  0.2999
C  -1.1812  0.1922  1.5259
N  -1.2271  1.1825  2.2880
H  2.2762  1.1417  -1.0257
H  1.6522  -0.7705  -1.5041
H  -1.9902  -1.3895  0.3895

Forces on atoms 1 to 3 (eV/Å):
C -3.4278 2.8089 1.5873
N 5.8662 -1.3278 -2.9255
N -5.0544 -1.3374 2.0489

Computed properties:
relative energy (zero: lowest compared OMol25 entry of this formula, charge and spin) = 3.772 eV
charge = 0
largest force on an atom = 9.1 eV/Å
E_LUMO = -1.0524 eV
E_tot = -280.24216 hartree
orbital gap = 9.063 eV
HOMO = -10.12 eV
structure (SMILES) = C=N/N=C\C#N

4.
C4H12N2O in the gas phase, computed with ωB97M-V/def2-TZVPD.

Geometry (Å):
N  -0.7129  -1.5434  -2.3119
C  0.1399  -1.5222  -1.0989
C  -0.2712  -0.3708  -0.1299
N  -1.1699  0.6724  -0.7116
C  1.1396  0.1796  0.3771
C  0.9811  0.7114  1.8848
O  0.0904  1.7495  1.9068
H  -1.5193  -2.0946  -2.2698
H  -1.0554  -0.5875  -2.6657
H  0.1286  -2.5538  -0.7810
H  1.1909  -1.4275  -1.4360
H  -1.0166  -0.8486  0.7064
H  -0.6982  1.4581  -0.4787
H  -1.9982  0.7189  -0.0373
H  1.6004  0.9500  -0.2443
H  2.0217  -0.3789  0.4578
H  0.7921  -0.0879  2.6675
H  1.9036  1.2809  2.1833
H  -0.8293  1.6848  1.6090

Forces on atoms 1 to 3 (eV/Å):
N 0.8974 2.4548 -1.2797
C -1.1679 0.6598 -2.5813
C 0.2057 -2.3476 1.7337

Computed properties:
relative energy (zero: lowest compared OMol25 entry of this formula, charge and spin) = 3.328 eV
charge = 0
largest force on an atom = 4.0 eV/Å
E_LUMO = 0.7294 eV
E_tot = -344.26273 hartree
orbital gap = 9.410 eV
HOMO = -8.68 eV
structure (SMILES) = NC[C@H](N)CCO